{
  "formula": "C4H5NO",
  "method": "wB97M-V/def2-TZVPD",
  "symbols": ["C", "H", "H", "H", "C", "H", "C", "C", "O", "H", "N"],
  "positions_angstrom": [[0.989, -0.005, -0.400], [2.514, -1.014, 0.156], [1.148, -0.145, -1.472], [0.358, 2.083, 0.024], [0.038, 1.053, -0.015], [-2.261, -1.307, 0.408], [-1.310, -0.830, 0.184], [-1.192, 0.627, 0.281], [2.056, -0.201, 0.407], [-2.027, 1.247, 0.569], [-0.311, -1.511, -0.142]],
  "forces_ev_per_a": [[-2.6, -2.9, 0.3], [-0.1, 0.2, -0.1], [0.1, 0.0, 0.1], [0.0, 0.2, 0.0], [0.0, 0.1, 0.2], [-0.2, -0.1, 0.0], [-0.3, -0.1, 0.1], [0.4, 0.5, -0.1], [0.2, 0.2, 0.1], [0.0, 0.2, 0.0], [2.6, 1.8, -0.6]],
  "mulliken_charge": [0.159, 0.354, 0.327, 0.377, -0.519, 0.376, -0.079, -0.287, -0.476, 0.384, -0.617],
  "homo_lumo_gap_ev": 9.25,
  "relative_energy_kcal_mol": 59.9,
  "spin_multiplicity": 1
}